Record 1
C5H7N2O | ωB97M-V/def2-TZVPD

Positions of all 15 atoms, in Å:
C  0.26835  -1.38549  -0.45781
C  -0.81487  -0.35666  -0.62940
C  1.49343  -1.26137  -0.01590
C  -1.89066  -0.34651  0.49312
C  1.65202  1.89854  0.23908
N  -0.38261  0.98474  -0.61535
N  0.64246  1.37231  -0.21187
O  2.59067  -1.21622  0.33604
H  -0.02889  -2.38676  -0.74083
H  -1.33956  -0.48654  -1.58251
H  -2.43364  0.59622  0.48731
H  -2.60117  -1.14873  0.32335
H  -1.41942  -0.47899  1.46203
H  2.49447  2.15199  -0.39300
H  1.76943  2.06347  1.30574

Values from the calculation:
Calculated total energy: -10315.29037 eV
Charge: +1
Gap between HOMO and LUMO: 0.293 Ha
Relative energy (zero: lowest compared OMol25 entry of this formula, charge and spin): 77.0 kcal/mol

From a Löwdin analysis of the wavefunction, the atomic charges in e read: number 1, C, carries -0.03; number 2, C, carries -0.32; number 3, C, carries -0.19; number 4, C, carries 0.00; number 5, C, carries 0.17; number 6, N, carries 0.21; number 7, N, carries 0.06; number 8, O, carries 0.22; number 9, H, carries 0.14; number 10, H, carries 0.17; number 11, H, carries 0.09; number 12, H, carries 0.10; number 13, H, carries 0.09; number 14, H, carries 0.14; number 15, H, carries 0.14

=====

Record 2
C5H7N2O2 | ωB97M-V/def2-TZVPD

Positions of all 16 atoms, in Å:
C  1.33828  -2.71657  -0.63065
C  0.94218  -1.68794  -0.17846
C  0.88235  0.96542  -1.00023
C  0.17214  0.49552  1.34111
C  -0.05968  0.23235  -0.10119
N  -1.24994  0.03643  -0.66636
N  -2.36472  0.19219  0.07579
O  -2.34522  0.61182  1.21859
O  -3.42980  0.02319  -0.55753
H  2.11311  -3.34377  -0.93010
H  0.77051  0.56969  -1.97570
H  1.88635  0.87444  -0.71161
H  0.50743  1.94933  -1.09541
H  0.15225  1.58996  1.56932
H  -0.57429  -0.02469  1.96534
H  1.25904  0.23262  1.67709

Values from the calculation:
Calculated total energy: -12367.56090 eV
Charge: -1
Gap between HOMO and LUMO: 0.315 Ha
Relative energy (zero: lowest compared OMol25 entry of this formula, charge and spin): 190.4 kcal/mol

From a Löwdin analysis of the wavefunction, the atomic charges in e read: number 1, C, carries -0.11; number 2, C, carries -0.10; number 3, C, carries -0.08; number 4, C, carries -0.13; number 5, C, carries -0.50; number 6, N, carries 0.09; number 7, N, carries -0.47; number 8, O, carries -0.04; number 9, O, carries -0.05; number 10, H, carries -0.06; number 11, H, carries 0.07; number 12, H, carries 0.06; number 13, H, carries 0.07; number 14, H, carries 0.08; number 15, H, carries 0.07; number 16, H, carries 0.10

=====

Record 3
C5H7N2O2 | ωB97M-V/def2-TZVPD

Positions of all 16 atoms, in Å:
C  -2.45443  -0.20386  0.00067
C  -3.65728  -0.31035  0.32347
C  -1.80211  1.10327  -0.34877
C  -1.65391  -1.49668  0.01941
C  1.59436  0.66367  0.74491
N  -0.49988  1.24988  -0.13115
N  0.29225  0.32771  0.62743
O  -4.81195  -0.34487  0.56570
O  -2.39912  1.95270  -1.01222
H  -1.18062  -1.47130  0.93924
H  -0.94092  -1.54410  -0.72366
H  -2.32855  -2.35861  -0.15762
H  1.72981  1.81649  0.99183
H  2.01525  -0.08626  1.46207
H  2.08582  0.68621  -0.20946
H  -0.13695  2.16968  -0.07399

Values from the calculation:
Calculated total energy: -12370.89821 eV
Charge: -1
Gap between HOMO and LUMO: 0.193 Ha
Relative energy (zero: lowest compared OMol25 entry of this formula, charge and spin): 113.4 kcal/mol

From a Löwdin analysis of the wavefunction, the atomic charges in e read: number 1, C, carries -0.18; number 2, C, carries -0.18; number 3, C, carries -0.49; number 4, C, carries -0.06; number 5, C, carries -0.36; number 6, N, carries 0.02; number 7, N, carries -0.23; number 8, O, carries 0.13; number 9, O, carries -0.03; number 10, H, carries 0.03; number 11, H, carries 0.04; number 12, H, carries 0.09; number 13, H, carries 0.05; number 14, H, carries 0.07; number 15, H, carries 0.01; number 16, H, carries 0.10

=====

Record 4
C5H7N2O2 | ωB97M-V/def2-TZVPD

Positions of all 16 atoms, in Å:
C  -0.42304  1.29553  -0.16432
C  0.89018  1.37608  0.04910
C  -0.35420  -1.13869  -0.09721
C  -1.05611  -0.00439  -0.08309
C  1.68739  0.14515  0.37776
N  -2.53314  -0.07016  0.03469
N  1.09809  -1.06524  -0.27213
O  -3.11500  0.97010  -0.06344
O  -2.99270  -1.16493  0.20964
H  -1.04923  2.15289  -0.35405
H  1.41281  2.31788  0.06369
H  -0.80808  -2.11700  -0.03839
H  2.72463  0.25213  0.05704
H  1.67737  0.00063  1.46532
H  1.53926  -1.91536  0.10032
H  1.30177  -1.03465  -1.28492

Values from the calculation:
Calculated total energy: -12362.50323 eV
Charge: +1
Gap between HOMO and LUMO: 0.345 Ha
Relative energy (zero: lowest compared OMol25 entry of this formula, charge and spin): 117.4 kcal/mol

From a Löwdin analysis of the wavefunction, the atomic charges in e read: number 1, C, carries 0.01; number 2, C, carries -0.02; number 3, C, carries 0.05; number 4, C, carries -0.09; number 5, C, carries -0.09; number 6, N, carries -0.35; number 7, N, carries 0.09; number 8, O, carries 0.15; number 9, O, carries 0.13; number 10, H, carries 0.13; number 11, H, carries 0.13; number 12, H, carries 0.15; number 13, H, carries 0.15; number 14, H, carries 0.16; number 15, H, carries 0.20; number 16, H, carries 0.21

=====

Record 5
C5H7N2P | ωB97M-V/def2-TZVPD

Positions of all 15 atoms, in Å:
C  2.20256  -0.47088  1.62753
C  0.89143  -0.08729  1.94604
C  1.45591  -2.34006  0.59334
C  0.12837  -2.01380  0.89592
C  -2.33905  1.04523  -1.49898
N  2.45809  -1.60019  0.94310
N  -0.17600  -0.91833  1.58369
P  -0.67559  0.88177  -1.28418
H  3.03793  0.28702  1.84500
H  0.64180  0.86250  2.58826
H  1.78477  -3.13933  -0.10672
H  -2.94675  0.24747  -1.67185
H  -2.76040  2.00082  -1.26946
H  -0.70530  -2.66206  0.50389
H  -0.38251  2.25552  -0.96849

Values from the calculation:
Calculated total energy: -17564.80737 eV
Gap between HOMO and LUMO: 0.361 Ha
Relative energy (zero: lowest compared OMol25 entry of this formula, charge and spin): 44.1 kcal/mol

From a Löwdin analysis of the wavefunction, the atomic charges in e read: number 1, C, carries -0.15; number 2, C, carries -0.14; number 3, C, carries -0.17; number 4, C, carries -0.18; number 5, C, carries -0.43; number 6, N, carries 0.05; number 7, N, carries 0.03; number 8, P, carries 0.74; number 9, H, carries 0.12; number 10, H, carries 0.13; number 11, H, carries 0.12; number 12, H, carries -0.07; number 13, H, carries -0.03; number 14, H, carries 0.12; number 15, H, carries -0.15

=====

Record 6
C5H7N3 | ωB97M-V/def2-TZVPD

Positions of all 15 atoms, in Å:
C  -0.13105  0.51745  0.94220
C  -0.33162  0.32991  -1.37820
C  -0.72863  0.98474  -0.30183
C  2.11004  -2.70636  0.42060
C  -1.73141  2.02903  -0.21588
N  0.72827  -0.40823  0.96262
N  1.72372  -1.96481  -0.54200
N  1.06116  -0.89732  -0.18609
H  -0.61005  0.92764  1.84678
H  -0.33599  0.24387  -2.50898
H  2.50219  -3.67083  0.14376
H  1.93687  -2.42242  1.37496
H  -2.16377  2.10929  0.76580
H  -1.49701  3.11725  -0.51199
H  -2.53271  1.81078  -0.81176

Values from the calculation:
Calculated total energy: -9762.53551 eV
Gap between HOMO and LUMO: 0.297 Ha
Relative energy (zero: lowest compared OMol25 entry of this formula, charge and spin): 158.0 kcal/mol

From a Löwdin analysis of the wavefunction, the atomic charges in e read: number 1, C, carries -0.15; number 2, C, carries 0.24; number 3, C, carries -0.38; number 4, C, carries -0.04; number 5, C, carries -0.08; number 6, N, carries 0.03; number 7, N, carries -0.03; number 8, N, carries -0.12; number 9, H, carries 0.12; number 10, H, carries 0.10; number 11, H, carries 0.06; number 12, H, carries 0.02; number 13, H, carries 0.07; number 14, H, carries 0.13; number 15, H, carries 0.05

=====

Record 7
C5H7N3 | ωB97M-V/def2-TZVPD

Positions of all 15 atoms, in Å:
C  1.38811  -0.23392  -0.00391
C  -0.68350  0.98989  -0.32605
C  -1.95355  0.73449  -0.12941
C  -2.17427  -0.75368  0.13294
C  -0.85904  -1.37668  -0.12207
H  1.40251  1.48251  0.98910
H  2.71817  1.19117  -0.06461
H  3.01938  -1.27918  0.20723
H  -0.30289  1.92025  -0.60519
H  -2.78243  1.47462  0.17017
H  -3.09889  -1.41386  0.31082
H  -0.33829  -2.36702  -0.10970
N  1.67976  1.12889  0.03186
N  2.08090  -1.22041  -0.20241
N  -0.09597  -0.27709  -0.27879

Values from the calculation:
Calculated total energy: -9766.26976 eV
Gap between HOMO and LUMO: 0.328 Ha
Relative energy (zero: lowest compared OMol25 entry of this formula, charge and spin): 71.9 kcal/mol

From a Löwdin analysis of the wavefunction, the atomic charges in e read: number 1, C, carries -0.48; number 2, C, carries -0.16; number 3, C, carries -0.12; number 4, C, carries -0.05; number 5, C, carries -0.07; number 6, H, carries 0.13; number 7, H, carries 0.11; number 8, H, carries 0.07; number 9, H, carries 0.10; number 10, H, carries 0.12; number 11, H, carries 0.09; number 12, H, carries 0.12; number 13, N, carries 0.07; number 14, N, carries 0.16; number 15, N, carries -0.10

=====

Record 8
C5H7N3 | ωB97M-V/def2-TZVPD

Positions of all 15 atoms, in Å:
C  -0.01334  -0.86551  -0.13472
C  1.24627  -0.30961  -0.05501
C  -1.36602  -0.78240  -0.16055
C  3.88792  0.18799  -0.14792
C  -3.24571  0.50447  -0.34439
N  1.11210  -1.62803  0.15093
N  2.74363  0.97074  -0.19940
N  -1.85641  0.40852  -0.21592
H  -1.84969  -1.80980  -0.13258
H  3.88598  -0.80704  0.40380
H  4.76261  0.66005  0.37115
H  4.45204  -0.03504  -1.11740
H  -3.79344  0.91498  0.51493
H  -3.81362  -0.51133  -0.62540
H  -3.53039  1.43702  -1.05961

Values from the calculation:
Calculated total energy: -9759.27378 eV
Gap between HOMO and LUMO: 0.188 Ha
Relative energy (zero: lowest compared OMol25 entry of this formula, charge and spin): 233.2 kcal/mol

From a Löwdin analysis of the wavefunction, the atomic charges in e read: number 1, C, carries -0.16; number 2, C, carries -0.04; number 3, C, carries -0.15; number 4, C, carries -0.42; number 5, C, carries -0.16; number 6, N, carries 0.25; number 7, N, carries -0.05; number 8, N, carries 0.05; number 9, H, carries 0.15; number 10, H, carries 0.07; number 11, H, carries 0.06; number 12, H, carries 0.06; number 13, H, carries 0.08; number 14, H, carries 0.12; number 15, H, carries 0.14